89
Properties=species:S:1:pos:R:3:lowdin_charge:R:1 method="wB97M-V/def2-TZVPD" charge=-2 e_above_lowest_kcal_mol=1.70 energy_ev=-64330.743 fmax_ha_per_bohr=0.048
Ba -1.030 -0.129 1.190 1.749
C 2.318 -4.693 1.971 -0.029
C 2.240 -3.214 1.608 -0.541
C 3.614 -2.551 1.754 -0.017
O 1.806 -3.093 0.264 -0.040
C 1.253 -2.475 2.564 -0.616
O 1.367 -2.663 3.774 0.028
O 0.421 -1.709 1.981 -0.442
H 3.117 -5.179 1.407 0.076
H 1.375 -5.179 1.720 0.085
H 2.504 -4.802 3.038 0.077
H 4.321 -3.022 1.067 0.081
H 3.975 -2.647 2.777 0.084
H 3.542 -1.492 1.501 0.072
H 1.059 -2.475 0.316 0.061
C -2.828 -2.069 5.299 -0.074
C -2.450 -1.172 6.288 -0.084
C -2.113 0.119 5.929 -0.027
C -2.163 0.505 4.581 -0.250
N -2.497 -0.382 3.639 0.014
C -2.820 -1.617 3.991 -0.142
C -1.830 1.879 4.150 -0.260
C -2.087 2.930 5.040 -0.088
C -1.781 4.231 4.684 -0.139
C -1.210 4.469 3.441 -0.130
C -0.972 3.413 2.572 -0.166
C -1.277 2.075 2.867 -0.235
H -3.089 -3.094 5.524 0.093
H -2.399 -1.483 7.325 0.095
H -1.778 0.825 6.676 0.098
H -3.078 -2.279 3.169 0.093
H -2.556 2.743 6.002 0.087
H -1.994 5.051 5.363 0.080
H -0.963 5.485 3.145 0.084
H -0.541 3.656 1.603 0.065
C 2.962 2.184 -4.265 -0.044
C 3.653 1.734 -3.009 -0.271
C 5.042 1.813 -2.954 -0.067
C 5.754 1.421 -1.832 -0.103
C 5.075 0.944 -0.725 -0.096
C 3.694 0.855 -0.766 -0.105
C 2.963 1.236 -1.890 -0.330
P 1.146 0.961 -1.727 1.088
C 0.731 0.240 -3.369 -0.327
C -0.171 0.891 -4.209 -0.101
C -0.541 0.339 -5.422 -0.096
C -0.011 -0.881 -5.813 -0.108
C 0.876 -1.542 -4.979 -0.069
C 1.254 -1.006 -3.752 -0.275
C 2.224 -1.760 -2.887 -0.051
C 0.434 2.609 -1.691 -0.373
C 1.211 3.767 -1.694 -0.145
C 0.675 5.013 -1.438 -0.153
C -0.699 5.092 -1.142 -0.146
C -1.490 3.981 -1.123 -0.092
C -0.986 2.665 -1.407 -0.404
C -1.804 1.554 -1.392 -0.181
H 3.608 2.857 -4.831 0.074
H 2.031 2.699 -4.039 0.067
H 2.715 1.332 -4.902 0.083
H 5.575 2.202 -3.815 0.100
H 6.835 1.495 -1.824 0.091
H 5.611 0.633 0.163 0.096
H 3.155 0.461 0.088 0.086
H -0.580 1.844 -3.897 0.100
H -1.248 0.859 -6.056 0.094
H -0.297 -1.325 -6.759 0.089
H 1.281 -2.504 -5.276 0.100
H 2.331 -2.788 -3.234 0.077
H 1.900 -1.787 -1.845 0.053
H 3.211 -1.292 -2.899 0.079
H 2.278 3.682 -1.870 0.088
H 1.303 5.895 -1.429 0.069
H -1.142 6.057 -0.910 0.086
H -2.543 4.070 -0.874 0.100
H -1.504 0.606 -1.824 -0.002
H -2.853 1.654 -1.141 0.026
N -7.047 -5.425 -1.167 0.100
C -6.214 -4.680 -0.875 -0.233
C -5.195 -3.767 -0.512 -0.287
C -4.045 -4.210 0.152 -0.075
C -3.065 -3.294 0.502 -0.195
C -3.137 -1.913 0.235 -0.251
C -4.312 -1.531 -0.443 -0.173
C -5.319 -2.406 -0.812 -0.075
H -3.937 -5.265 0.383 0.099
H -2.189 -3.690 1.015 0.071
H -4.453 -0.484 -0.705 0.067
H -6.205 -2.055 -1.331 0.099

=====

97
Properties=species:S:1:pos:R:3:mulliken_spin:R:1 method="wB97M-V/def2-TZVPD" s_squared=0.757 charge=-1 e_above_lowest_kcal_mol=26.67 energy_ev=-267194.761 multiplicity=2 fmax_ha_per_bohr=0.016
Co -2.292 0.011 1.813 0.984
Se -0.600 2.034 -4.665 0.001
P 0.408 0.811 -3.274 -0.001
C 0.550 -0.923 -3.874 0.000
C 1.695 -1.291 -4.585 0.001
C 1.793 -2.546 -5.167 0.000
C 0.747 -3.449 -5.058 0.000
C -0.403 -3.085 -4.375 0.000
C -0.509 -1.830 -3.792 0.001
C 2.137 1.290 -2.973 0.000
C 2.695 2.351 -3.674 0.000
C 4.050 2.631 -3.542 0.000
C 4.846 1.854 -2.712 0.000
C 4.293 0.781 -2.023 0.000
C 2.944 0.496 -2.160 -0.001
C -0.416 0.779 -1.662 -0.001
C -0.273 1.378 -0.416 0.004
N -1.359 1.026 0.285 0.030
N -2.123 0.254 -0.479 -0.022
N -1.591 0.107 -1.663 0.001
P 1.036 2.350 0.340 -0.001
Se 0.576 3.449 2.072 0.000
C 1.529 3.488 -0.987 -0.001
C 2.788 4.085 -1.017 0.000
C 3.059 5.095 -1.925 0.000
C 2.077 5.521 -2.810 0.000
C 0.821 4.936 -2.780 0.000
C 0.542 3.931 -1.865 0.000
C 2.306 1.104 0.711 0.002
C 3.581 1.490 1.124 -0.001
C 4.529 0.534 1.452 0.000
C 4.201 -0.816 1.414 0.000
C 2.914 -1.203 1.074 0.000
C 1.968 -0.248 0.722 0.001
H 2.515 -0.596 -4.696 0.000
H 2.691 -2.815 -5.710 0.000
H 0.823 -4.428 -5.515 0.000
H -1.234 -3.776 -4.302 0.000
H -1.415 -1.549 -3.276 -0.001
H 2.062 2.936 -4.331 0.000
H 4.482 3.458 -4.092 0.000
H 5.900 2.079 -2.604 0.000
H 4.912 0.155 -1.391 0.000
H 2.526 -0.365 -1.653 0.000
H 3.560 3.775 -0.329 0.000
H 4.042 5.551 -1.941 0.000
H 2.295 6.303 -3.527 0.000
H 0.051 5.251 -3.473 0.000
H -0.450 3.500 -1.840 0.000
H 3.824 2.538 1.226 0.000
H 5.522 0.845 1.753 0.000
H 4.943 -1.562 1.671 0.000
H 2.637 -2.250 1.081 0.000
H 0.965 -0.567 0.465 0.001
N -4.831 -3.289 -4.813 0.000
C -4.829 -2.781 -3.782 -0.001
C -4.833 -2.143 -2.486 0.000
C -4.338 -2.825 -1.378 0.000
C -4.358 -2.223 -0.133 0.007
C -4.868 -0.939 0.010 -0.006
C -5.359 -0.254 -1.094 -0.005
C -5.340 -0.853 -2.344 0.000
H -3.936 -3.824 -1.497 0.000
H -3.946 -2.736 0.722 0.000
H -5.730 0.756 -0.987 0.000
H -5.705 -0.325 -3.215 0.000
N -1.931 2.758 4.791 -0.002
C -2.456 2.250 3.661 -0.004
N -1.873 1.134 3.315 -0.022
C -0.906 0.873 4.280 -0.005
C 0.003 -0.171 4.382 0.000
C 0.851 -0.165 5.473 0.000
C 0.801 0.859 6.433 0.000
C -0.093 1.908 6.326 0.000
C -0.939 1.895 5.225 -0.002
H -2.269 3.579 5.258 0.000
H -3.255 2.726 3.121 0.000
H 0.023 -0.947 3.631 0.004
H 1.566 -0.969 5.595 0.000
H 1.478 0.826 7.278 0.000
H -0.126 2.700 7.063 0.000
I -4.917 -0.047 1.951 0.017
I -5.412 1.117 4.976 0.000
C -0.293 -3.547 3.816 0.000
Si -1.593 -3.294 2.483 0.010
C -3.210 -3.911 3.211 -0.001
C -1.110 -4.408 1.053 0.002
O -1.702 -1.773 1.967 0.011
H -0.237 -4.606 4.088 0.000
H -0.537 -2.981 4.719 0.000
H 0.701 -3.236 3.477 0.000
H -3.062 -4.819 3.805 0.000
H -3.956 -4.140 2.446 0.000
H -3.632 -3.143 3.868 0.000
H -1.173 -5.465 1.331 0.000
H -0.081 -4.203 0.740 0.000
H -1.758 -4.242 0.187 -0.001

=====

89
Properties=species:S:1:pos:R:3:mulliken_spin:R:1 method="wB97M-V/def2-TZVPD" s_squared=0.776 charge=+2 e_above_lowest_kcal_mol=0.00 energy_ev=-129886.747 multiplicity=2 fmax_ha_per_bohr=0.010
Rh -0.021 0.594 0.165 0.690
C 0.917 0.409 -2.692 0.037
C 2.195 -0.301 -2.280 -0.010
C 3.294 0.701 -1.930 0.002
C 1.937 -1.313 -1.155 0.053
C 3.183 -2.112 -0.763 0.007
O 3.567 -1.547 0.518 0.011
C 2.615 -0.733 0.920 0.038
N 1.601 -0.620 0.116 -0.053
C 2.860 -0.020 2.177 0.000
C 4.160 -0.030 2.676 0.000
C 4.473 0.675 3.829 -0.002
C 3.488 1.385 4.491 0.005
C 2.182 1.385 4.009 -0.007
C 1.856 0.691 2.854 -0.008
P 0.118 0.501 2.375 -0.015
C -0.794 1.741 3.297 0.007
C -0.394 3.076 3.171 -0.009
C -1.060 4.066 3.871 -0.003
C -2.135 3.734 4.690 -0.001
C -2.537 2.413 4.814 0.000
C -1.865 1.413 4.124 -0.001
C -0.250 -1.160 2.978 0.025
C -0.164 -1.423 4.347 0.000
C -0.351 -2.712 4.815 -0.001
C -0.596 -3.749 3.922 0.001
C -0.653 -3.499 2.560 0.005
C -0.482 -2.206 2.089 -0.029
H 1.085 1.062 -3.548 -0.001
H 0.537 1.110 -1.919 -0.012
H 0.122 -0.286 -2.947 -0.001
H 2.526 -0.901 -3.134 -0.001
H 3.019 1.309 -1.065 -0.004
H 3.455 1.382 -2.765 0.000
H 4.250 0.221 -1.719 0.000
H 1.108 -1.972 -1.420 -0.026
H 4.018 -1.960 -1.441 0.000
H 3.011 -3.177 -0.624 0.000
H 4.929 -0.579 2.154 0.000
H 5.488 0.668 4.203 0.000
H 3.724 1.938 5.390 0.000
H 1.420 1.929 4.551 0.000
H 0.447 3.340 2.540 0.006
H -0.745 5.096 3.775 0.000
H -2.653 4.509 5.239 0.000
H -3.369 2.155 5.455 0.000
H -2.173 0.383 4.244 0.000
H 0.057 -0.627 5.049 0.000
H -0.291 -2.912 5.877 0.000
H -0.732 -4.757 4.292 0.000
H -0.841 -4.305 1.864 0.000
H -0.544 -2.019 1.024 0.012
S -1.438 4.996 -0.173 0.236
C -1.105 3.468 -0.079 -0.021
N -0.834 2.304 -0.059 0.072
C -4.200 -3.559 2.367 -0.002
C -3.911 -3.664 1.014 0.000
C -3.463 -2.554 0.309 -0.004
C -3.299 -1.329 0.963 -0.015
C -3.625 -1.231 2.317 0.000
C -4.065 -2.338 3.018 0.001
Ge -2.943 0.291 -0.007 0.020
C -2.753 0.271 -1.913 0.008
C -2.425 -0.865 -2.659 -0.007
C -2.444 -0.819 -4.044 0.003
C -2.765 0.365 -4.694 -0.003
C -3.066 1.508 -3.963 0.002
C -3.063 1.462 -2.578 -0.011
C -4.061 1.687 0.707 0.009
C -5.380 1.496 0.279 0.003
C -6.375 2.377 0.671 -0.001
C -6.064 3.444 1.503 0.002
C -4.763 3.620 1.950 -0.003
C -3.761 2.744 1.554 -0.003
H -4.557 -4.424 2.910 0.000
H -4.052 -4.605 0.500 0.000
H -3.284 -2.653 -0.750 0.001
H -3.562 -0.273 2.821 0.000
H -4.320 -2.250 4.066 0.000
H -2.136 -1.786 -2.170 -0.003
H -2.206 -1.706 -4.617 0.000
H -2.781 0.398 -5.775 0.000
H -3.314 2.429 -4.472 0.000
H -3.320 2.352 -2.014 0.002
H -5.645 0.662 -0.365 0.000
H -7.390 2.229 0.327 0.000
H -6.840 4.133 1.809 0.000
H -4.523 4.444 2.609 0.001
H -2.761 2.886 1.933 -0.001

=====

94
Properties=species:S:1:pos:R:3:mulliken_spin:R:1 method="wB97M-V/def2-TZVPD" s_squared=3.770 charge=+1 e_above_lowest_kcal_mol=0.00 energy_ev=-92093.770 multiplicity=4 fmax_ha_per_bohr=0.086
Tc -10.907 -18.515 8.834 2.053
C -11.939 -11.461 5.596 0.000
S -10.689 -10.770 6.725 0.000
C -9.639 -12.276 6.778 0.000
C -10.033 -13.187 7.965 0.001
C -9.142 -14.481 8.105 -0.003
N -9.818 -15.524 8.892 0.020
P -9.089 -16.957 9.410 -0.081
C -8.793 -16.624 11.145 0.026
C -9.013 -15.345 11.710 0.001
C -8.784 -15.201 13.070 -0.001
C -8.226 -16.219 13.824 0.001
C -7.831 -17.403 13.208 0.000
C -8.084 -17.618 11.868 0.007
C -7.479 -17.531 8.781 -0.014
C -6.349 -16.764 9.202 0.001
C -5.105 -17.164 8.736 -0.001
C -4.928 -18.253 7.903 0.000
C -6.057 -18.987 7.522 -0.003
C -7.320 -18.684 8.008 0.006
P -11.407 -16.286 8.361 -0.051
C -11.613 -15.962 6.584 -0.031
C -12.856 -15.568 6.070 -0.003
C -13.028 -15.472 4.687 0.002
C -11.988 -15.826 3.818 -0.002
C -10.738 -16.205 4.333 0.001
C -10.562 -16.316 5.778 0.016
C -12.705 -15.450 9.292 0.025
C -13.983 -16.075 9.167 0.009
C -15.100 -15.366 9.590 -0.001
C -14.928 -14.096 10.164 -0.001
C -13.703 -13.655 10.508 0.002
C -12.542 -14.296 10.071 0.000
H -11.671 -12.509 5.300 0.000
H -12.143 -10.806 4.763 0.000
H -12.856 -11.492 6.146 0.000
H -8.602 -11.917 6.823 0.000
H -9.774 -12.899 5.857 0.000
H -11.052 -13.610 7.864 -0.001
H -10.043 -12.638 8.926 0.000
H -8.213 -14.267 8.622 0.000
H -8.906 -14.773 7.095 0.000
H -9.408 -14.473 11.117 0.001
H -9.054 -14.254 13.595 0.000
H -8.170 -16.084 14.901 0.000
H -7.241 -18.135 13.828 0.000
H -7.837 -18.564 11.361 -0.004
H -6.485 -15.846 9.782 0.000
H -4.263 -16.492 9.039 0.000
H -3.893 -18.565 7.565 0.000
H -6.057 -19.721 6.744 0.000
H -8.128 -19.313 7.734 -0.005
H -13.702 -15.491 6.791 0.000
H -13.994 -15.068 4.297 0.000
H -12.094 -15.755 2.715 0.000
H -9.924 -16.461 3.649 0.000
H -9.658 -16.682 6.193 -0.014
H -14.017 -17.084 8.770 0.001
H -16.114 -15.675 9.504 0.000
H -15.847 -13.437 10.287 0.000
H -13.644 -12.772 11.193 0.000
H -11.568 -13.895 10.267 0.000
O -15.761 -23.122 6.476 0.089
C -14.557 -23.001 6.489 -0.005
O -13.738 -23.965 6.264 0.893
C -13.850 -21.753 6.950 0.001
C -14.278 -21.043 8.053 0.006
C -13.502 -20.029 8.538 0.000
N -12.356 -19.703 7.931 -0.006
C -12.022 -20.332 6.770 0.007
C -12.708 -21.355 6.286 0.002
C -10.711 -19.766 6.198 -0.006
O -10.217 -20.129 5.134 0.018
O -10.147 -18.806 6.952 0.011
H -15.111 -21.377 8.654 -0.001
H -13.804 -19.480 9.421 -0.003
H -12.344 -21.851 5.392 0.004
C -11.915 -18.481 12.885 0.003
C -11.363 -18.985 11.584 -0.013
O -11.988 -18.500 10.547 0.003
C -10.384 -20.048 11.519 0.016
C -9.736 -20.464 12.686 -0.007
C -8.810 -21.507 12.799 0.011
C -8.652 -22.382 11.713 -0.005
C -9.300 -22.062 10.556 0.003
C -9.922 -20.827 10.343 -0.003
O -10.196 -20.510 9.081 0.020
H -12.755 -17.779 12.713 0.000
H -11.100 -17.923 13.463 -0.001
H -12.256 -19.283 13.521 0.002
H -10.062 -20.044 13.627 -0.001
H -8.354 -21.715 13.763 0.000
H -7.928 -23.158 11.891 0.000
H -9.371 -22.762 9.714 0.000